Entry 1:
C4H7N2 | ωB97M-V with the def2-TZVPD basis set

Last column: natural (NBO) charge in e.
Positions of all 13 atoms, in Å:
C  1.0477  1.5602  -0.9156  0.40
C  0.4888  -0.2400  0.0867  0.44
C  -0.7625  0.4868  -0.1515  -0.34
C  0.4978  -1.4588  0.8424  -0.70
N  -0.2747  1.6690  -0.8597  -0.46
N  1.5179  0.4110  -0.3612  -0.43
H  1.6956  2.1418  -1.4009  0.23
H  -1.3835  0.7232  0.6168  0.28
H  -0.7995  2.5496  -0.8750  0.46
H  -1.4462  -0.0637  -0.9267  0.30
H  1.0016  -1.3843  1.7870  0.30
H  -0.5199  -1.6397  0.9072  0.23
H  1.0846  -2.2610  0.4084  0.29

Cartesian forces (eV/Å) of the 3 atoms listed first:
C -3.103 -3.060 1.565
C 0.674 0.925 0.410
C -0.099 -0.514 -4.714

E_HOMO ... -16.13 eV
Structure (SMILES) ... CC1=[N+]=CNC1
Lowest unoccupied orbital energy ... -5.6062 eV
E_tot ... -7233.7760 eV
F_max ... 4.743 eV Å⁻¹
Total charge ... +1
Relative energy (zero: lowest compared OMol25 entry of this formula, charge and spin) ... 45.3 kcal per mole

---

Entry 2:
C4H7N2 | ωB97M-V with the def2-TZVPD basis set

Last column: natural (NBO) charge in e.
Positions of all 13 atoms, in Å:
C  -1.4802  0.0059  1.2105  -0.66
C  -0.3126  -0.2337  0.2654  0.18
C  0.3934  -1.2075  -0.3598  -0.06
N  1.3999  -0.5420  -1.1309  -0.45
C  1.3169  0.8000  -0.8630  0.26
N  0.1615  1.0286  -0.2403  -0.48
H  -1.5027  -0.9309  1.7942  0.26
H  -2.4015  0.3403  0.9475  0.26
H  -1.0755  0.7016  1.9643  0.23
H  0.2403  -2.2695  -0.2217  0.27
H  1.8359  -0.8839  -1.9418  0.45
H  1.6333  1.3942  -1.7812  0.26
H  -0.2085  1.7969  0.3569  0.47

Cartesian forces (eV/Å) of the 3 atoms listed first:
C 4.603 -2.782 2.654
C -1.369 2.703 -1.460
C 0.369 0.832 -0.032

E_HOMO ... -14.77 eV
Structure (SMILES) ... Cc1c[nH]c[nH+]1
Lowest unoccupied orbital energy ... -4.5307 eV
E_tot ... -7233.9699 eV
F_max ... 5.998 eV Å⁻¹
Total charge ... +1
Relative energy (zero: lowest compared OMol25 entry of this formula, charge and spin) ... 40.8 kcal per mole

---

Entry 3:
C4H7N2O | ωB97M-V with the def2-TZVPD basis set

Last column: natural (NBO) charge in e.
Positions of all 14 atoms, in Å:
C  0.5283  -2.2961  0.7308  -0.52
C  0.3260  -1.7805  -0.4054  0.21
C  -0.8628  1.2213  -0.4120  0.38
C  1.4205  0.9887  0.1993  0.53
N  0.1921  0.5181  -0.1881  -0.56
N  -1.0178  2.4951  -0.4005  -0.69
O  1.5186  2.1469  0.5212  -0.54
H  0.9551  -3.3537  0.9610  0.34
H  0.3865  -1.9825  1.8266  0.34
H  0.1800  -1.6251  -1.4718  0.28
H  -1.6792  0.7041  -0.7587  0.19
H  2.0401  0.1077  0.2357  0.15
H  -1.9429  2.8702  -0.4246  0.44
H  -0.1462  2.9273  -0.0758  0.45

Cartesian forces (eV/Å) of the 3 atoms listed first:
C 0.827 -2.226 3.464
C -0.367 2.642 -0.513
C -0.194 -0.312 -0.572

E_HOMO ... -14.38 eV
Lowest unoccupied orbital energy ... -5.7883 eV
E_tot ... -9278.2108 eV
F_max ... 4.200 eV Å⁻¹
Total charge ... +1
Relative energy (zero: lowest compared OMol25 entry of this formula, charge and spin) ... 105.6 kcal per mole

---

Entry 4:
C4H7N2O | ωB97M-V with the def2-TZVPD basis set

Last column: natural (NBO) charge in e.
Positions of all 14 atoms, in Å:
C  4.6606  -1.9280  -3.0876  0.13
C  3.8350  -1.5241  -2.2894  -0.23
C  2.7979  -1.2807  -1.5000  0.51
C  -2.0328  1.1129  0.4276  -0.28
N  1.8107  -0.9600  -1.0073  -0.36
N  -0.2016  -0.4818  0.5761  -0.52
O  -0.6532  0.8618  0.2216  -0.36
H  5.5617  -2.3461  -3.3403  0.26
H  -2.3146  2.1719  0.4484  0.24
H  -2.4731  0.7848  1.5026  0.18
H  -2.6303  0.5435  -0.1877  0.18
H  0.8372  -0.8219  -0.2957  0.45
H  -0.9153  -1.1667  0.1141  0.39
H  -0.1122  -0.6898  1.6344  0.42

Cartesian forces (eV/Å) of the 3 atoms listed first:
C -2.119 1.130 2.815
C 2.519 -1.267 -2.374
C -2.371 1.212 0.535

E_HOMO ... -14.71 eV
Lowest unoccupied orbital energy ... -4.8135 eV
E_tot ... -9276.4789 eV
F_max ... 4.777 eV Å⁻¹
Total charge ... +1
Relative energy (zero: lowest compared OMol25 entry of this formula, charge and spin) ... 145.5 kcal per mole

---

Entry 5:
C4H7N2O | ωB97M-V with the def2-TZVPD basis set

Last column: natural (NBO) charge in e.
Positions of all 14 atoms, in Å:
C  -0.9058  -1.2559  0.0246  0.03
C  -1.5986  -0.0473  0.1495  0.25
C  -2.7766  0.4718  -0.0346  -0.35
C  0.7652  -0.0435  0.7712  0.38
N  0.3164  -1.3928  0.4475  -0.37
N  2.0085  0.1663  -0.2908  -0.77
O  -0.1010  0.9561  0.5998  -0.55
H  -1.4618  -2.1680  -0.2272  0.26
H  -2.8506  1.6356  -0.1386  0.29
H  -3.6895  -0.1291  -0.0414  0.28
H  1.3439  0.1344  1.6466  0.20
H  1.8839  -0.3490  -1.1486  0.45
H  2.9224  -0.2441  -0.0001  0.44
H  2.0737  1.2008  -0.1217  0.46

Cartesian forces (eV/Å) of the 3 atoms listed first:
C 1.416 -2.677 1.847
C 2.252 2.485 0.110
C -0.127 2.928 0.012

E_HOMO ... -14.67 eV
Lowest unoccupied orbital energy ... -4.8417 eV
E_tot ... -9279.0469 eV
F_max ... 3.835 eV Å⁻¹
Total charge ... +1
Relative energy (zero: lowest compared OMol25 entry of this formula, charge and spin) ... 86.3 kcal per mole

---

Entry 6:
C4H7N2O | ωB97M-V with the def2-TZVPD basis set

Last column: natural (NBO) charge in e.
Positions of all 14 atoms, in Å:
C  0.9049  -0.7017  0.4457  -0.16
C  2.0807  -0.3403  0.0326  0.07
C  3.2740  -0.0067  -0.3247  -0.39
C  -1.3572  -0.4257  -0.0127  0.81
N  -0.2417  0.1543  0.3467  -0.60
N  -2.5885  0.6395  -0.1004  -0.79
O  -1.6347  -1.5440  -0.2424  -0.49
H  0.6830  -1.6990  0.7880  0.25
H  3.9784  0.4299  0.3636  0.25
H  3.6253  -0.1656  -1.3307  0.25
H  -0.0903  1.1511  0.4044  0.43
H  -3.2011  0.3125  -0.8632  0.46
H  -2.3018  1.6061  -0.2780  0.44
H  -3.1310  0.5896  0.7712  0.45

Cartesian forces (eV/Å) of the 3 atoms listed first:
C 0.149 -0.289 -0.142
C -0.119 0.138 0.188
C 0.337 0.074 -0.127

E_HOMO ... -13.48 eV
Structure (SMILES) ... C=C=CNC([NH3+])=O
Lowest unoccupied orbital energy ... -3.9541 eV
E_tot ... -9280.6403 eV
F_max ... 1.286 eV Å⁻¹
Total charge ... +1
Relative energy (zero: lowest compared OMol25 entry of this formula, charge and spin) ... 49.6 kcal per mole

---

Entry 7:
C4H7N2O | ωB97M-V with the def2-TZVPD basis set

Last column: natural (NBO) charge in e.
Positions of all 14 atoms, in Å:
C  -0.3705  -0.8942  1.4205  0.20
C  0.8630  -1.5711  -0.3617  0.36
C  -0.5275  0.2482  0.8031  0.29
C  -0.7904  1.6297  0.9448  -0.77
N  0.5583  -0.4086  -0.8424  -0.22
N  0.4596  0.1590  -2.1082  -0.59
O  0.3241  -1.8906  0.8221  -0.34
H  -0.8771  -1.1929  2.3387  0.23
H  1.3749  -2.4476  -0.9182  0.23
H  -1.0955  1.9768  2.0555  0.26
H  0.0701  2.2288  0.7163  0.28
H  -1.6194  1.9743  0.2655  0.32
H  1.2440  0.7019  -2.2980  0.39
H  0.3865  -0.5137  -2.8379  0.37

Cartesian forces (eV/Å) of the 3 atoms listed first:
C -0.553 -3.228 1.341
C 0.179 0.574 -4.834
C 0.142 2.988 -0.730

E_HOMO (spin up / spin down) ... -11.53 / -14.10 eV
Spin multiplicity ... 3
Lowest unoccupied orbital energy (spin up / spin down) ... -3.8432 / -8.0727 eV
E_tot ... -9274.9851 eV
Expectation value of S² ... 2.01
F_max ... 4.871 eV Å⁻¹
Total charge ... +1
Relative energy (zero: lowest compared OMol25 entry of this formula, charge and spin) ... 80.7 kcal per mole

---

Entry 8:
C4H7N2O | ωB97M-V with the def2-TZVPD basis set

Last column: natural (NBO) charge in e.
Positions of all 14 atoms, in Å:
C  1.8322  0.6540  -0.1435  0.04
C  0.9874  -1.4364  0.0500  -0.07
C  0.0031  -0.5053  -0.0737  0.48
C  -2.5131  0.2018  0.1581  -0.54
N  2.1494  -0.6950  0.1459  -0.45
N  -1.7306  -0.8908  0.1455  -0.13
O  0.4119  0.7307  -0.0931  -0.38
H  2.3052  1.4295  0.6561  0.26
H  2.3382  1.1300  -1.1327  0.26
H  0.7208  -2.5025  0.2178  0.30
H  -3.4575  -0.0668  -0.3188  0.27
H  -1.9869  1.0854  -0.1748  0.22
H  -2.8781  0.2584  1.1654  0.27
H  3.0202  -1.1483  0.2425  0.46

Cartesian forces (eV/Å) of the 3 atoms listed first:
C 3.434 4.408 0.516
C 0.169 -0.052 0.544
C -5.812 -0.749 0.878

E_HOMO (spin up / spin down) ... -13.23 / -14.68 eV
Spin multiplicity ... 3
Lowest unoccupied orbital energy (spin up / spin down) ... -3.2067 / -6.8236 eV
E_tot ... -9276.4850 eV
Expectation value of S² ... 2.01
F_max ... 6.512 eV Å⁻¹
Total charge ... +1
Relative energy (zero: lowest compared OMol25 entry of this formula, charge and spin) ... 46.1 kcal per mole

---

Entry 9:
C4H7N2OP | ωB97M-V with the def2-TZVPD basis set

Last column: natural (NBO) charge in e.
Positions of all 15 atoms, in Å:
C  0.4974  -1.6279  0.2496  0.31
C  -0.1591  0.1260  -1.1140  0.08
C  -0.3625  0.9952  -0.1242  0.53
C  -0.4160  0.5742  -2.4981  -0.60
N  0.3940  -1.0967  -0.9515  -0.59
N  0.0642  -0.9689  1.3474  -0.90
O  -0.9119  1.8378  0.6831  -0.58
P  0.5212  -1.2597  3.0159  0.51
H  1.0254  -2.6300  0.4053  0.17
H  -0.9848  1.5481  -2.4387  0.20
H  0.5151  0.6778  -2.8786  0.23
H  -0.9658  -0.0573  -3.1431  0.24
H  -0.3960  2.6107  0.8227  0.50
H  -0.4200  -0.4460  3.5761  -0.05
H  1.5988  -0.2832  3.0482  -0.06

Cartesian forces (eV/Å) of the 3 atoms listed first:
C 0.057 0.760 3.023
C -0.789 -0.595 1.452
C 0.530 -1.098 1.997

E_HOMO ... -7.84 eV
Lowest unoccupied orbital energy ... 0.1281 eV
E_tot ... -18573.1581 eV
F_max ... 3.742 eV Å⁻¹
Total charge ... 0
Relative energy (zero: lowest compared OMol25 entry of this formula, charge and spin) ... 116.8 kcal per mole